A structure of composition C20H12Cl4N4O5RuS2Se. Source: OMol25; level of theory: ωB97M-V/def2-TZVPD.

Geometry as XYZ:
```
49
Properties=species:S:1:pos:R:3
Ru -0.09458 0.19725 -0.46913
Se 0.42348 -2.22501 0.24338
Cl 3.21178 1.80179 3.26825
Cl -1.21759 4.18572 5.27784
Cl 1.82640 3.59028 5.46358
Cl -2.91152 3.05304 2.88300
S 1.13477 1.51362 -2.25978
S -3.24796 0.83485 -1.77539
O -1.47109 -2.33011 -2.25647
O -1.26865 1.49267 1.00642
O -4.04801 1.13783 -0.62148
O 1.31418 0.92767 1.20449
O -2.71246 1.99358 -2.48161
N -0.54712 3.30182 -1.27001
N 1.65353 3.49915 -0.52636
N -2.08372 -0.25087 -1.48893
N 1.95272 -1.84608 2.79128
C -1.23170 2.70155 3.03728
C -5.82389 -0.84096 -4.44939
C 0.74690 2.86673 -1.27926
C 1.36718 -1.96295 1.80090
C -3.97663 -2.31641 -3.92206
C 1.24154 4.42623 0.32467
C 2.30117 5.06792 1.16394
C 0.79060 1.59818 2.11696
C -4.16004 -0.14558 -2.92546
C -0.11006 4.78467 0.46463
C -3.49052 -1.33916 -3.07252
C -2.24232 -1.39382 -2.23107
C 1.53069 2.14204 3.21724
C -5.15370 -2.05347 -4.60959
C -0.48038 3.19821 4.07299
C -5.33290 0.13897 -3.59634
C -2.48529 4.43404 -0.36033
C -0.63957 1.90083 2.02021
C 0.91636 2.91901 4.16164
C -1.01522 4.19478 -0.37803
H -2.84804 4.67006 -1.36119
H -5.84411 1.08283 -3.46183
H -2.72902 5.24146 0.32566
H -6.74020 -0.66112 -4.99724
H -0.43593 5.49844 1.20673
H -5.56109 -2.79939 -5.28039
H 3.11661 5.40281 0.52340
H -3.44143 -3.25062 -4.02945
H 2.71622 4.32464 1.84653
H 1.91093 5.90422 1.74180
H -1.22694 2.78879 -1.85142
H -2.99020 3.52051 -0.03696
```

Computed properties:
lowest unoccupied orbital energy (alpha / beta)	2.114 / 0.713	eV
net charge	-1
energy above the lowest of the compared OMol25 structures with the same formula, charge and spin	0.0	kcal per mole
orbital gap (alpha / beta)	6.8 / 5.9	eV
expectation value of S²	8.7825
spin multiplicity	6

Atomic partial charges in e from the Löwdin method, atoms 1 to 4: atom 1 (Ru): 0.904, atom 2 (Se): 0.527, atom 3 (Cl): 0.734, atom 4 (Cl): 0.661


A cluster of 2 separate species, FHOS in total. Source: OMol25; level of theory: ωB97M-V/def2-TZVPD.

Geometry as XYZ:
```
4
Properties=species:S:1:pos:R:3
S -0.65111 0.95844 -0.28264
F -3.15962 -0.66135 -0.19568
O -1.71968 0.82311 0.69023
H -0.39840 -0.35994 -0.63299
```

Computed properties:
lowest unoccupied orbital energy (alpha / beta)	-1.834 / -3.094	eV
energy above the lowest of the compared OMol25 structures with the same formula, charge and spin	76.5	kcal per mole
orbital gap (alpha / beta)	9.5 / 6.7	eV
spin multiplicity	1

Now the Löwdin charges, all in e: atom 1 (S): 0.844, atom 2 (F): -0.134, atom 3 (O): -0.631, atom 4 (H): -0.079


The ion C4H10NO2 with charge +1. Source: OMol25; level of theory: ωB97M-V/def2-TZVPD.

Geometry as XYZ:
```
17
Properties=species:S:1:pos:R:3
O 1.23397 -0.49092 1.04748
O -0.42474 -0.96334 -2.27951
N 0.83672 0.80571 -0.93827
C -0.45079 0.84438 2.14222
C -0.42802 0.36877 -0.31750
C -0.17580 -0.22811 1.10688
C -0.94940 -0.75712 -1.23039
H 0.69975 0.89525 -1.95188
H 1.13205 1.71516 -0.58986
H -1.52121 0.92014 2.36618
H 0.04986 0.67266 3.09356
H -1.10427 1.22032 -0.28317
H -0.77054 -1.12482 1.20604
H 1.52500 -1.03135 1.79194
H -1.79178 -1.31462 -0.82084
H -0.24488 1.85634 1.77888
H 1.54086 0.07006 -0.81834
```

Computed properties:
lowest unoccupied orbital energy	-3.652	eV
net charge	+1
energy above the lowest of the compared OMol25 structures with the same formula, charge and spin	35.6	kcal per mole
orbital gap	11.3	eV
spin multiplicity	1
SMILES string	C[C@H](O)[C@@H]([NH3+])C=O

Atomic partial charges in e from the Löwdin method, atoms 1 to 4: atom 1 (O): -0.038, atom 2 (O): 0.123, atom 3 (N): 0.222, atom 4 (C): -0.025